The following is a quantum chemistry calculation of a single C5H6O molecule, from the Open Molecules 2025 dataset.

Structure (ORCA input):
```
! RIJCOSX wB97M-V def2-TZVPD def2/J DEFGRID3
* xyz 0 1
C -1.3926 -1.8176 -0.2325
C -1.1056 -0.7203 -0.6351
C -0.6187 0.6251 -0.9300
C 0.3961 1.0838 0.1346
C 1.2125 0.0316 0.8566
O 0.5029 2.2622 0.3830
H -1.6280 -2.7861 0.1470
H -0.1401 0.6633 -1.9195
H -1.4293 1.3614 -0.9520
H 2.0174 0.5241 1.4038
H 1.6154 -0.7268 0.1770
H 0.5699 -0.5007 1.5670
*
```

The HOMO-LUMO gap is 10.5 eV. The LUMO energy is 0.88 eV. As for the maximum force: 0.012 hartree/bohr. Its energy above the lowest of the compared OMol25 structures with the same formula, charge and spin is 36.6 kcal per mole. The SMILES is C#CCC(C)=O. The calculation puts the total energy at -7327.6975 eV.

---

The following is a quantum chemistry calculation of a single C5H7N molecule at a distorted geometry, from the Open Molecules 2025 dataset.

Structure (ORCA input):
```
! RIJCOSX wB97M-V def2-TZVPD def2/J DEFGRID3
* xyz 0 1
C -1.9535 0.3360 -0.0337
N -0.5060 -0.1232 0.1576
C 0.4023 -1.3135 0.4585
C 1.6785 -0.8944 0.1685
C 1.6512 0.4318 -0.2971
C 0.3523 0.8306 -0.3151
H -2.5089 0.5339 0.8923
H -2.5677 -0.3054 -0.6729
H -1.9503 1.3145 -0.5556
H 0.3363 -2.1525 1.1765
H 2.5960 -1.4675 0.3029
H 2.4904 1.0464 -0.5650
H -0.0206 1.7634 -0.7168
*
```

The HOMO-LUMO gap is 9.2 eV. The LUMO energy is 1.03 eV. As for the maximum force: 0.034 hartree/bohr. Its energy above the lowest of the compared OMol25 structures with the same formula, charge and spin is 38.6 kcal per mole. The SMILES is Cn1cccc1. The calculation puts the total energy at -6786.8395 eV.

---

The following is a quantum chemistry calculation of a single C5H10O2S2 molecule at a distorted geometry, from the Open Molecules 2025 dataset.

Structure (ORCA input):
```
! RIJCOSX wB97M-V def2-TZVPD def2/J DEFGRID3
* xyz 0 1
C 0.7570 1.0088 0.1612
C 1.2835 -0.1194 -0.6759
C -0.4194 0.6761 1.0726
C 0.3065 -0.7332 -1.6728
C -1.5511 -0.1118 0.3353
O -1.7299 -1.3140 0.6190
O -2.4994 0.6105 -0.0782
S 0.2859 -0.2418 2.4925
S -0.0360 -2.3775 -1.6519
H 1.6497 1.3441 0.7213
H 0.5276 1.8989 -0.5450
H 2.0228 0.4517 -1.2446
H 1.7807 -0.9390 -0.0478
H -0.7771 1.7259 1.5392
H 0.1909 -0.5262 -2.7018
H -0.6972 -2.6090 -0.4695
H -3.3264 0.0615 -0.2421
H -0.7556 -1.1429 2.4796
H 1.0429 -3.3217 -1.5745
*
```

The HOMO-LUMO gap is 8.1 eV. The LUMO energy is 0.53 eV. As for the maximum force: 0.111 hartree/bohr. Its energy above the lowest of the compared OMol25 structures with the same formula, charge and spin is 44.9 kcal per mole. The calculation puts the total energy at -31109.1369 eV.

---

The following is a quantum chemistry calculation of a single C20H25N3O5 molecule, from the Open Molecules 2025 dataset.

Structure (ORCA input):
```
! RIJCOSX wB97M-V def2-TZVPD def2/J DEFGRID3
* xyz 0 1
C -5.3053 -1.5082 -0.5996
N -4.2169 -0.5703 -0.5042
C -4.3835 0.7083 -0.1229
O -5.4488 1.1937 0.1907
C -3.0843 1.5101 -0.0707
O -2.1119 0.8921 -0.9031
C -0.8026 1.2465 -0.8134
C 0.0209 0.6607 -1.7158
O 1.3495 0.8448 -1.7857
C 1.9303 1.6387 -0.8745
C 3.4349 1.7324 -1.0168
N 4.2214 0.7333 -0.3264
C 4.1022 0.7025 1.1246
C 3.3573 -0.5580 1.6042
N 2.3547 -0.9166 0.6314
C 1.0193 -1.0381 0.9615
C 0.4746 -0.1935 1.9324
C -0.8559 -0.2545 2.3019
C -1.6983 -1.1568 1.6879
C -1.1912 -2.0004 0.7101
C 0.1446 -1.9663 0.3474
O 0.6823 -2.8226 -0.5906
C -0.1527 -3.7756 -1.1938
C 2.9503 -1.4224 -0.5835
C 4.2238 -0.5961 -0.8912
C 1.2072 2.2965 0.0559
C -0.2350 2.1844 0.1734
O -0.8802 2.8197 0.9951
H -5.4277 -1.8614 -1.6257
H -5.1350 -2.3651 0.0555
H -6.2106 -0.9900 -0.2870
H -3.2862 -0.8702 -0.7504
H -3.2862 2.5353 -0.3986
H -2.7524 1.5481 0.9710
H -0.3461 -0.0204 -2.4689
H 3.6819 1.6597 -2.0795
H 3.7559 2.7117 -0.6507
H 5.1123 0.7152 1.5538
H 3.5795 1.5988 1.4577
H 2.9113 -0.3952 2.5832
H 4.0686 -1.3916 1.6992
H 1.1036 0.5446 2.4040
H -1.2275 0.4198 3.0579
H -2.7409 -1.2152 1.9597
H -1.8543 -2.7168 0.2501
H -0.9575 -3.3065 -1.7710
H -0.5855 -4.4621 -0.4585
H 0.4906 -4.3369 -1.8707
H 2.2367 -1.3260 -1.3985
H 3.2209 -2.4847 -0.4918
H 5.1023 -1.1039 -0.4810
H 4.3595 -0.5185 -1.9710
H 1.6897 2.9583 0.7572
*
```

The HOMO-LUMO gap is 8.0 eV. The LUMO energy is 0.47 eV. As for the maximum force: 0.018 hartree/bohr. Its energy above the lowest of the compared OMol25 structures with the same formula, charge and spin is 114.5 kcal per mole. The SMILES is CNC(=O)COc1coc(CN2CCN(c3ccccc3OC)CC2)cc1=O. The calculation puts the total energy at -35851.7701 eV.

---

The following is a quantum chemistry calculation of CBaF3MgNO4S3 as an isolated structure at a distorted geometry, from the Open Molecules 2025 dataset.

Structure (ORCA input):
```
! RIJCOSX wB97M-V def2-TZVPD def2/J DEFGRID3
* xyz 0 1
Mg 1.7827 -1.6968 0.7369
N 0.2180 -0.8933 1.5887
S -0.7110 0.0623 0.9390
O -0.6932 0.3423 -0.5695
C -2.3744 -0.7619 0.7324
F -2.7890 -1.2435 1.8899
F -2.1933 -1.7385 -0.1623
F -3.2583 0.0971 0.2485
Ba 0.8783 0.1816 -2.2329
S 3.7738 0.4035 -0.7111
O 2.4793 -0.6903 -0.9390
S 2.0772 2.3575 -0.7380
O 1.5189 2.0649 -2.2285
O -0.7090 1.5151 1.4458
*
```

The HOMO-LUMO gap is 6.0 eV. The LUMO energy is -2.32 eV. As for the maximum force: 0.150 hartree/bohr. Its energy above the lowest of the compared OMol25 structures with the same formula, charge and spin is 103.2 kcal per mole. The calculation puts the total energy at -57510.8458 eV.